1.
Formula: C7H12Cl3NOSn
Source: OMol25
Level of theory: ωB97M-V/def2-TZVPD

Last column: Mulliken charge in e.
Element x y z (Å)
C  2.64  0.52  0.35  -0.599
N  2.82  -0.90  -0.14  -0.140
C  1.70  -1.82  0.28  -0.950
C  0.24  -1.48  -0.37  0.468
O  -0.90  -1.78  0.57  -0.309
C  -2.09  -0.95  0.19  0.020
Cl  -3.60  -1.80  0.93  -0.093
C  -2.06  0.56  0.90  -0.283
Cl  -2.39  0.56  2.75  0.009
C  -1.83  1.77  0.07  0.499
C  -1.59  1.82  -1.55  -0.893
Cl  -1.88  3.41  1.00  -0.090
H  2.02  1.14  -0.45  0.364
H  2.04  0.61  1.36  0.346
H  3.71  1.04  0.41  0.415
H  3.05  -0.96  -1.16  0.328
H  2.00  -2.91  -0.11  0.347
H  1.60  -1.93  1.46  0.151
H  0.15  -0.33  -0.60  -0.266
H  0.08  -2.04  -1.41  0.333
H  -2.17  -0.91  -0.98  0.347
H  -1.70  2.96  -1.87  0.370
H  -0.48  1.51  -1.87  0.215
H  -2.35  1.20  -2.19  0.319
Sn  1.00  0.71  2.44  1.090

F_max = 8.37 eV/A
Net charge = +2
Highest occupied orbital energy = -0.6084 Ha
Orbital gap = 5.439 eV



2.
Formula: C7H12ClF5Si
Source: OMol25
Level of theory: ωB97M-V/def2-TZVPD

Last column: Mulliken charge in e.
Element x y z (Å)
C  0.66  -0.20  2.13  -1.592
C  -0.19  0.69  1.21  1.551
C  -0.45  2.02  1.91  -1.748
C  -1.53  0.02  0.90  -1.012
C  -1.43  -1.18  -0.04  -0.710
Si  -0.80  -0.77  -1.74  0.328
Cl  -1.66  -2.04  -3.13  -0.287
C  1.13  -1.05  -1.88  0.671
F  1.67  -1.43  -0.68  -0.237
F  1.39  -2.05  -2.78  -0.317
C  1.92  0.16  -2.39  0.563
F  1.78  1.20  -1.54  -0.217
F  1.43  0.54  -3.60  -0.253
F  3.23  -0.12  -2.51  -0.254
H  0.20  -0.20  3.12  0.431
H  0.72  -1.22  1.78  0.351
H  1.65  0.24  2.22  0.374
H  0.38  0.89  0.30  -0.362
H  0.48  2.54  2.15  0.412
H  -1.10  2.65  1.32  0.418
H  -0.95  1.82  2.86  0.374
H  -1.95  -0.31  1.84  0.376
H  -2.20  0.77  0.50  0.359
H  -0.83  -1.98  0.39  0.450
H  -2.42  -1.60  -0.18  0.423
H  -1.13  0.60  -2.18  -0.092

F_max = 1.08 eV/A
Net charge = 0
SMILES = CC(C)CC[Si@H](Cl)C(F)(F)C(F)(F)F
Highest occupied orbital energy = -0.4043 Ha
Orbital gap = 11.671 eV



3.
Formula: C7H12ClFN2
Source: OMol25
Level of theory: ωB97M-V/def2-TZVPD

Last column: Mulliken charge in e.
Element x y z (Å)
C  0.80  -1.88  -0.23  -0.432
C  2.14  -1.28  0.24  -0.659
C  0.01  1.51  0.53  -0.440
C  1.47  1.09  0.80  -0.676
C  -0.42  0.25  -1.58  -0.788
C  0.42  -0.44  -0.62  0.266
C  -4.08  0.20  0.47  0.217
N  -0.62  0.40  -0.11  -0.262
N  1.76  0.05  -0.21  0.865
F  2.57  0.49  -1.25  -0.191
Cl  -5.56  0.46  -0.06  0.251
H  0.90  -2.68  -0.97  0.327
H  0.10  -2.36  0.45  0.315
H  2.19  -1.46  1.41  0.217
H  3.00  -1.79  -0.20  0.367
H  -0.57  1.65  1.53  0.351
H  0.15  2.47  -0.17  0.299
H  2.31  1.73  0.93  0.488
H  1.64  0.68  1.85  0.270
H  0.18  0.95  -2.04  0.382
H  -1.08  -0.40  -2.04  0.314
H  -3.29  0.26  -0.19  0.198
H  -3.99  0.08  1.48  0.323

F_max = 5.33 eV/A
Net charge = +2
ΔE to the lowest compared entry with this formula, charge and spin = 393.3 kJ/mol
Highest occupied orbital energy = -0.6448 Ha
Orbital gap = 6.620 eV



- Look up the highest occupied orbital energy of the first one.
  -0.6084 Ha